Record 1
ORCA calculation (ωB97M-V with the def2-TZVPD basis set) on a 4-piece molecular cluster, C8H24O4 overall.

Calculated values
LUMO level   0.41 eV
SMILES   CC(C)O.CC(C)O.CO.CO
Energy above the lowest of the compared OMol25 structures with the same formula, charge and spin   1.297 eV
Energy   -16873.41201 eV
Net charge   0

Last column: Löwdin charge in e.
Atoms and positions in Å:
C 5.4532 0.3025 7.6868  -0.064
C 6.5928 0.7768 8.5565  -0.481
C 7.8924 0.0014 8.3138  -0.051
O 6.8706 2.1664 8.3080  -0.066
H 4.5738 0.9343 7.6526  0.080
H 5.1409 -0.6735 8.0935  0.084
H 5.8398 -0.0432 6.7210  0.068
H 6.2763 0.6954 9.5984  0.133
H 8.0172 -0.2663 7.2637  0.052
H 7.8703 -0.9766 8.8125  0.079
H 8.7324 0.5539 8.7220  0.081
H 7.0598 2.2622 7.3675  0.084
C 9.7104 -1.7574 0.3551  -0.060
C 11.0816 -1.9836 0.9437  -0.479
C 11.0655 -2.8230 2.2308  -0.059
O 11.9918 -2.6049 0.0233  -0.050
H 9.1160 -1.1131 1.0142  0.058
H 9.0956 -2.6468 0.2178  0.084
H 9.7668 -1.2000 -0.5820  0.079
H 11.5185 -1.0247 1.2478  0.133
H 12.0591 -3.1328 2.5603  0.077
H 10.5665 -3.8011 2.2174  0.082
H 10.5641 -2.3452 3.0765  0.053
H 12.6461 -1.9360 -0.1877  0.083
C 8.4470 -0.9861 4.3664  -0.176
O 9.1208 0.0994 4.9553  -0.115
H 8.5364 -1.9338 4.8983  0.084
H 7.3689 -0.7742 4.4389  0.075
H 8.6546 -1.1911 3.3147  0.050
H 9.2173 0.8306 4.3408  0.058
C 8.3272 2.9210 1.9569  -0.166
O 8.0540 2.9540 3.3446  -0.114
H 8.5513 1.9065 1.5947  0.066
H 7.4500 3.2199 1.3795  0.078
H 9.2276 3.4613 1.6550  0.082
H 8.6581 3.5926 3.7316  0.079

Cartesian forces, eV/Å:
C 0.279 -2.027 0.189
C 0.516 0.639 -0.532
C -0.679 -1.031 0.478
O -0.272 0.061 0.264
H 0.153 0.286 -0.162
H -0.242 0.240 0.157
H -0.247 0.807 -0.324
H 0.241 0.314 0.042
H 0.227 0.555 -0.108
H -0.073 0.145 0.161
H 0.110 0.073 -0.193
H 0.007 -0.068 0.032
C -0.567 0.665 -0.021
C 0.454 -0.718 1.073
C -0.260 -0.843 0.681
O -0.326 0.224 -0.050
H 0.174 -0.056 0.143
H 0.382 -0.243 -0.125
H 0.108 -0.227 -0.106
H -0.187 0.100 -0.185
H 0.230 0.604 -0.151
H -0.272 0.186 -0.890
H 0.215 0.442 -0.180
H 0.111 -0.152 -0.210
C -1.802 0.142 -0.217
O 0.877 -0.447 0.343
H 0.741 0.283 0.354
H -0.021 -0.097 -0.297
H 0.344 0.260 0.014
H -0.306 -0.033 -0.201
C 0.142 -0.807 -0.943
O 0.426 -0.046 0.015
H -0.187 -0.128 0.493
H 0.127 0.399 0.092
H -0.273 0.486 0.196
H -0.147 0.009 0.169


Record 2
ORCA calculation (ωB97M-V with the def2-TZVPD basis set) on a 2-piece molecular cluster, C4H10O2 overall.

Calculated values
LUMO level (spin up / spin down)   0.77 / 0.75 eV
Energy above the lowest of the compared OMol25 structures with the same formula, charge and spin   5.285 eV
Energy   -8400.26165 eV
Net charge   0

Last column: Löwdin charge in e.
Atoms and positions in Å:
C 2.1817 -0.9548 0.1574  -0.202
C -1.7256 1.2192 0.5625  -0.039
C 1.5951 0.2216 -0.5257  -0.049
C -1.3812 -0.0519 -0.1229  -0.445
O -1.3653 -1.0162 0.8800  0.035
O -1.5381 -0.4500 -1.3998  0.087
H 1.9232 -2.0222 -0.2426  0.101
H 1.9956 -1.0611 1.2191  0.061
H 3.1864 -1.0392 -0.0958  0.029
H -2.6411 1.2767 1.0244  0.043
H -1.7057 2.1674 -0.1947  0.140
H -1.0205 1.5191 1.2321  0.032
H 1.3098 1.1404 0.0782  0.060
H 1.9259 0.5296 -1.4673  0.014
H -0.6605 -1.6181 0.7450  0.065
H -2.0798 0.1395 -1.8498  0.069

Cartesian forces, eV/Å:
C -1.880 -2.206 -0.777
C 0.038 2.627 -5.795
C -1.098 1.397 2.506
C 1.679 -0.038 2.322
O -1.221 0.658 -0.741
O 0.787 -1.723 1.305
H -0.512 1.703 0.193
H 0.180 0.472 0.203
H 2.364 0.306 0.162
H -2.499 -0.283 1.115
H -0.197 -2.227 1.353
H 2.223 0.262 2.055
H 0.292 -1.492 -0.505
H 0.373 -0.115 -1.578
H 1.104 -1.091 -0.385
H -1.633 1.749 -1.433